# 1
59
Properties=species:S:1:pos:R:3 method="wB97M-V/def2-TZVPD" de_lowest_kcal_mol=0.00 total_energy_ha=-2042.1215 gap_ev=7.353 lumo_energy_ev=-1.087
C -4.59 -2.71 5.34
C -3.87 -3.46 4.21
C -4.86 -3.90 3.13
C -2.78 -2.60 3.62
C -1.45 -3.00 3.68
C -0.45 -2.23 3.14
C -0.74 -1.00 2.52
C 0.35 -0.24 1.99
C 0.36 0.97 1.37
S -0.97 2.05 0.99
C 0.12 3.23 0.26
S -0.39 4.65 -0.35
N 1.40 2.78 0.32
C 2.51 3.54 -0.23
C 2.94 2.99 -1.60
O 2.62 3.54 -2.64
N 3.72 1.90 -1.51
C 4.16 1.18 -2.69
C 3.74 -0.29 -2.66
C 2.25 -0.48 -2.34
N 1.42 0.51 -2.99
C 0.09 0.61 -2.43
C -0.60 1.83 -3.04
O -0.70 1.70 -4.44
C 0.59 1.57 -5.00
C 1.32 0.35 -4.43
C 1.62 1.56 0.91
O 2.72 1.05 1.02
C -2.08 -0.60 2.46
C -3.07 -1.39 3.00
H -5.33 -3.36 5.80
H -3.88 -2.39 6.10
H -5.10 -1.83 4.95
H -3.41 -4.35 4.64
H -5.60 -4.57 3.56
H -4.34 -4.43 2.33
H -5.37 -3.05 2.70
H -1.20 -3.94 4.15
H 0.58 -2.56 3.20
H 1.33 -0.68 2.09
H 2.18 4.58 -0.35
H 3.34 3.48 0.48
H 3.84 1.46 -0.61
H 5.25 1.25 -2.76
H 3.71 1.69 -3.54
H 4.32 -0.82 -1.90
H 3.99 -0.73 -3.62
H 1.95 -1.51 -2.61
H 2.10 -0.37 -1.26
H 0.16 0.72 -1.35
H -0.51 -0.29 -2.65
H -1.62 1.93 -2.67
H -0.02 2.73 -2.79
H 0.45 1.48 -6.08
H 1.19 2.47 -4.77
H 2.31 0.28 -4.87
H 0.75 -0.57 -4.69
H -2.34 0.33 1.99
H -4.10 -1.05 2.94



# 2
59
Properties=species:S:1:pos:R:3 method="wB97M-V/def2-TZVPD" smiles="COc1ccc(C(=O)NCc2csc(C(C)C)n2)cc1OC1CCN(C(C)=O)CC1" de_lowest_kcal_mol=13.78 total_energy_ha=-1719.1833 gap_ev=8.942 lumo_energy_ev=0.617
C -3.15 2.66 2.11
O -1.88 2.05 2.20
C -1.33 1.53 1.07
C -1.91 1.56 -0.19
C -1.26 1.01 -1.28
C -0.02 0.41 -1.13
C 0.78 -0.19 -2.24
O 1.98 -0.36 -2.15
N 0.08 -0.51 -3.35
C 0.68 -1.18 -4.47
C 0.07 -2.53 -4.67
C 0.72 -3.72 -4.77
S -0.39 -5.01 -5.00
C -1.69 -3.83 -4.93
C -3.11 -4.26 -5.02
C -3.97 -3.15 -5.62
C -3.61 -4.64 -3.62
N -1.29 -2.63 -4.76
C 0.58 0.40 0.14
C -0.06 0.94 1.24
O 0.42 0.95 2.51
C 1.77 0.60 2.77
C 2.73 1.69 2.28
C 2.48 3.00 3.04
N 2.59 2.78 4.46
C 3.63 3.33 5.14
C 3.74 3.00 6.62
O 4.43 4.07 4.59
C 1.65 1.81 4.96
C 1.88 0.46 4.29
H -3.14 3.53 1.44
H -3.39 2.99 3.12
H -3.91 1.95 1.77
H -2.87 2.03 -0.34
H -1.73 1.08 -2.25
H -0.93 -0.50 -3.34
H 0.54 -0.58 -5.38
H 1.75 -1.27 -4.27
H 1.78 -3.90 -4.72
H -3.16 -5.15 -5.66
H -5.01 -3.47 -5.68
H -3.62 -2.90 -6.62
H -3.91 -2.26 -5.00
H -3.00 -5.44 -3.20
H -4.64 -4.98 -3.67
H -3.55 -3.78 -2.96
H 1.55 -0.06 0.21
H 2.01 -0.36 2.29
H 2.60 1.86 1.21
H 3.76 1.36 2.46
H 3.20 3.76 2.75
H 1.46 3.35 2.81
H 3.88 1.93 6.77
H 4.60 3.53 7.01
H 2.85 3.33 7.15
H 1.72 1.72 6.04
H 0.64 2.15 4.70
H 1.14 -0.26 4.64
H 2.88 0.08 4.53



# 3
59
Properties=species:S:1:pos:R:3 method="wB97M-V/def2-TZVPD" total_energy_ha=-1698.7089 total_charge=-1 gap_ev=7.415 lumo_energy_ev=2.567
N 1.10 1.96 2.72
C 0.53 1.02 1.73
N 1.31 1.07 0.50
N 0.71 -0.33 2.24
C -1.00 1.31 1.49
N -1.81 0.14 1.81
C -3.18 0.45 2.13
O -3.29 0.62 3.53
S -4.20 -1.05 1.69
C -3.78 1.66 1.35
O -4.49 2.44 2.01
O -3.51 1.73 0.13
H 0.62 1.80 3.59
H 0.91 2.91 2.41
H 0.87 1.71 -0.14
H 1.26 0.15 0.09
H 0.31 -0.40 3.17
H 1.71 -0.45 2.39
H -1.29 2.16 2.09
H -1.12 1.53 0.44
H -1.73 -0.57 1.11
H -4.07 0.15 3.80
H -3.31 -1.99 2.06
C 4.48 1.05 -2.89
C 4.90 0.63 -4.14
C 4.12 -0.24 -4.88
C 2.90 -0.68 -4.38
C 2.48 -0.26 -3.13
C 3.26 0.60 -2.38
H 5.09 1.73 -2.30
H 5.85 0.98 -4.53
H 4.45 -0.57 -5.86
H 2.29 -1.36 -4.96
H 1.53 -0.60 -2.74
H 2.93 0.93 -1.40
C -0.96 2.76 -4.80
C -2.02 3.27 -5.52
C -3.26 3.45 -4.91
C -3.42 3.12 -3.57
C -2.35 2.60 -2.84
C -1.12 2.42 -3.46
H 0.01 2.62 -5.28
H -1.90 3.53 -6.57
H -4.09 3.84 -5.47
H -4.38 3.25 -3.08
H -2.48 2.35 -1.80
H -0.29 2.02 -2.90
C 1.28 -5.74 4.95
C 2.15 -4.78 4.47
C 1.66 -3.66 3.80
C 0.29 -3.51 3.62
C -0.58 -4.47 4.11
C -0.09 -5.58 4.77
H 1.66 -6.61 5.47
H 3.22 -4.89 4.61
H 2.34 -2.92 3.41
H -0.09 -2.63 3.11
H -1.65 -4.34 3.98
H -0.77 -6.33 5.15



# 4
57
Properties=species:S:1:pos:R:3 method="wB97M-V/def2-TZVPD" de_lowest_kcal_mol=453.61 total_energy_ha=-1285.9689 gap_ev=8.661 lumo_energy_ev=0.325
C 0.48 0.23 4.41
C 0.56 -0.38 3.06
H -0.04 -1.30 2.98
H 1.69 -0.68 2.86
O 0.31 0.50 2.12
C -1.09 0.29 1.86
O -1.92 -0.44 2.60
C -1.39 1.26 0.60
C -0.64 1.91 -0.33
O -1.58 2.57 -1.10
C -2.81 2.17 -0.95
C -2.71 1.44 0.22
H -3.64 1.22 0.99
C -3.97 2.87 -1.67
C -5.21 2.62 -1.03
H -5.46 1.33 -0.97
H -5.45 2.91 0.16
H -6.11 2.92 -1.54
C -3.85 2.48 -3.17
H -2.88 2.52 -3.45
H -4.48 2.89 -3.67
H -3.94 1.10 -3.10
C -3.78 4.35 -1.67
H -2.84 4.52 -1.97
H -3.68 4.94 -0.76
H -4.58 4.96 -2.21
C 0.72 2.03 -0.39
N 1.39 0.70 -0.67
C 0.94 -0.45 -1.22
O 0.10 -0.17 -2.16
C 1.53 -1.63 -1.06
C 1.02 -2.77 -1.23
O 1.62 -3.87 -0.78
C 2.78 -3.28 -0.03
C 2.73 -1.96 -0.16
C 3.75 -1.15 0.11
H 4.11 -0.14 -0.44
C 4.89 -2.16 0.55
C 4.72 -3.26 1.26
H 5.66 -3.94 1.48
H 4.04 -3.00 2.31
C 3.77 -4.43 0.47
H 3.43 -5.00 1.15
H 4.42 -4.65 -0.17
H 5.94 -1.41 1.00
H 5.36 -2.11 -0.42
H 3.43 -0.60 1.36
C -0.48 -3.07 -1.80
H -0.73 -2.18 -2.44
H -0.10 -4.00 -2.78
H -1.05 -3.59 -1.30
H 1.78 0.48 0.34
H 0.76 2.55 -1.69
H 1.10 2.64 0.23
H 0.81 -0.36 5.27
H -0.63 0.33 4.56
H 1.20 1.24 4.40